*1*
Computed, not measured: the molecule C4H8FN, with ωB97M-V/def2-TZVPD.

Values from the calculation:
* HOMO-LUMO gap: 10.282 eV
* charge: 0
* SMILES: C[C@]1(N)C[C@@H]1F

Geometry as XYZ:
```
14
Properties=species:S:1:pos:R:3:nbo_charge:R:1
C 1.25075 -1.21817 0.37400 -0.6185
C 0.41529 0.04744 0.37705 0.0846
N 1.01304 1.35885 0.69638 -0.8437
C -1.06995 -0.07049 0.82001 -0.4900
C -0.70162 0.39785 -0.62526 0.1886
F -1.08225 -0.47869 -1.70317 -0.3708
H 0.66453 -2.12768 0.17721 0.2334
H 1.82825 -1.29458 1.33598 0.2169
H 1.98101 -1.06697 -0.40871 0.2085
H 0.81729 1.68804 1.64964 0.3706
H 1.97910 1.34140 0.46587 0.3702
H -1.38778 0.77105 1.45290 0.2068
H -1.82372 -0.89282 0.93277 0.2512
H -0.77651 1.43811 -0.82668 0.1920
```


*2*
Computed, not measured: C4H8FN as an isolated structure, with ωB97M-V/def2-TZVPD.

Values from the calculation:
* HOMO-LUMO gap: 10.104 eV
* charge: 0

Geometry as XYZ:
```
14
Properties=species:S:1:pos:R:3:nbo_charge:R:1
C -0.71377 -0.12957 0.51452 -0.0958
C -0.58767 1.38734 -0.01510 -0.4054
C 0.90992 1.12970 -0.10017 -0.4361
C 0.62131 -0.21919 -0.18646 0.1687
H -1.31076 -1.89014 -1.02560 0.3595
H -2.58134 -1.26337 0.65879 0.3623
H -0.60074 -0.12743 1.70651 0.2122
H -1.17028 1.27367 -1.01939 0.2247
H -1.12783 2.15880 0.52184 0.2229
H 1.55967 1.67844 -0.79699 0.2093
H 1.42802 1.26308 0.77637 0.2089
H 0.53036 -0.25606 -1.19604 0.1617
N -1.77588 -0.76502 -0.27040 -0.8328
F 1.59170 -1.16572 0.11006 -0.3603
```


Taking the most stable structure as the zero point, the relative energies in hartree are *1* 0.0000; *2* 0.1327.


*1*
Computed, not measured: an isolated ion of composition C4H10NOS and charge -1, with ωB97M-V/def2-TZVPD.

Values from the calculation:
* HOMO-LUMO gap: 5.539 eV
* charge: -1
* SMILES: N[C@H](C[O-])CCS

Geometry as XYZ:
```
17
Properties=species:S:1:pos:R:3:nbo_charge:R:1
N 0.72187 -0.74259 1.84257 -0.8643
C -0.15161 -0.18050 0.78583 -0.0765
C -1.64288 -0.60225 0.79962 -0.0217
O -2.13086 -0.65536 2.04689 -0.9524
C 0.58533 -0.35026 -0.57072 -0.4437
C 0.90528 0.98962 -1.31000 -0.5258
S 0.05601 1.29310 -2.88180 -0.0659
H 0.38363 -1.71238 1.93323 0.3399
H 0.47247 -0.50088 2.79865 0.3642
H -0.17111 0.88908 1.07121 0.1557
H -2.11292 0.17893 0.11042 0.0655
H -1.82524 -1.57155 0.23773 0.0660
H 0.06698 -1.21404 -1.01502 0.2130
H 1.56512 -0.81977 -0.50093 0.2072
H 0.34723 1.69702 -0.69668 0.2215
H 1.99772 1.08161 -1.29423 0.2152
H 0.93299 2.22022 -3.35677 0.1020
```


*2*
Computed, not measured: a 2-piece molecular cluster, C4H10NOS overall, with ωB97M-V/def2-TZVPD.

Values from the calculation:
* HOMO-LUMO gap: 6.939 eV
* charge: -1

Geometry as XYZ:
```
17
Properties=species:S:1:pos:R:3:nbo_charge:R:1
C -1.27281 2.00774 -0.73885 -0.6258
C -0.18582 2.00249 0.35790 -0.5146
S -0.32979 0.57170 1.46163 -0.6055
H -2.22843 1.99922 -0.20705 0.1964
H -1.23468 1.11012 -1.35215 0.2253
H -1.23056 2.90009 -1.37439 0.1673
H -0.25545 2.92397 0.93940 0.1754
H 0.78898 2.03949 -0.15554 0.1620
O -1.22345 -1.30451 -1.24634 -0.6470
C -0.58247 -1.54387 -0.23507 0.4380
C 0.95230 -1.62313 -0.26390 -0.3237
N 1.42445 -2.17344 1.01572 -0.8669
H -1.06185 -2.01541 0.63630 0.1199
H 1.30692 -2.28227 -1.06357 0.1762
H 1.35831 -0.62255 -0.41117 0.2003
H 2.36593 -2.53244 0.90587 0.3367
H 1.40843 -1.45721 1.73123 0.3860
```


Taking the most stable structure as the zero point, the relative energies in hartree are *1* 0.0658; *2* 0.0000.


*1*
Computed, not measured: the molecule C7H17NO, with ωB97M-V/def2-TZVPD.

Values from the calculation:
* HOMO-LUMO gap: 10.612 eV
* charge: 0
* SMILES: CC[C@H](C)[C@H](N)[C@H](C)O

Geometry as XYZ:
```
26
Properties=species:S:1:pos:R:3:nbo_charge:R:1
C 2.28961 -2.29730 -0.27655 -0.6079
C 1.56478 -1.04099 -0.74111 -0.3957
C 0.32209 -0.63720 0.19299 -0.2217
C -0.64410 -1.81120 0.31408 -0.6110
C -0.39074 0.59003 -0.35998 -0.0593
N 0.50083 1.62069 -0.85658 -0.8676
C -1.19306 1.25649 0.87608 0.1079
C -2.26169 2.23513 0.38302 -0.6351
O -0.27160 1.87937 1.73271 -0.7309
H 2.55236 -2.21845 0.77684 0.2046
H 3.20646 -2.43952 -0.84816 0.2101
H 1.67588 -3.18436 -0.41398 0.2024
H 1.21460 -1.17868 -1.76800 0.1888
H 2.27086 -0.20929 -0.72325 0.1997
H 0.73750 -0.38870 1.17347 0.2158
H -1.52584 -1.53753 0.88860 0.2084
H -0.96758 -2.14227 -0.67178 0.2002
H -0.17160 -2.64692 0.82224 0.2140
H -1.12541 0.27381 -1.11853 0.1651
H -0.03619 2.37612 -1.26870 0.3644
H 1.13835 1.28012 -1.56426 0.3734
H -1.68515 0.48641 1.47804 0.1728
H -1.81547 3.05867 -0.17207 0.1928
H -2.79300 2.65496 1.23491 0.2204
H -2.97980 1.71995 -0.25126 0.2057
H 0.38790 2.30070 1.16122 0.4825
```


*2*
Computed, not measured: a 2-piece molecular cluster, C7H17NO overall, with ωB97M-V/def2-TZVPD.

Values from the calculation:
* HOMO-LUMO gap: 9.879 eV
* charge: 0
* SMILES: CCN(C)C(C)=O.CC

Geometry as XYZ:
```
26
Properties=species:S:1:pos:R:3:nbo_charge:R:1
C 0.20555 1.00992 -1.89262 -0.6125
C 0.20913 1.45886 -0.31630 -0.2122
N -1.10157 1.43887 0.42005 -0.4738
C -2.03504 2.52153 0.03258 -0.4338
C -1.13394 0.95730 1.76287 0.6836
C -0.61623 -0.42098 2.37129 -0.6536
O -1.84359 1.56905 2.55720 -0.6106
H -0.89893 1.20579 -2.51230 0.1900
H 0.13933 -0.16225 -2.09184 0.2326
H 0.92638 1.61594 -2.22324 0.1962
H 0.69206 0.48121 0.04253 0.2113
H 0.77415 2.28483 -0.27655 0.1805
H -3.06445 2.16527 0.24476 0.2160
H -1.90698 3.40895 0.74566 0.2133
H -2.02485 2.68974 -1.09165 0.2175
H -0.50477 -1.02819 1.36338 0.1960
H 0.33682 -0.42246 2.68613 0.2205
H -1.31442 -0.91063 2.93225 0.2354
C 1.11386 -2.19481 -1.08521 -0.6261
C 2.19506 -2.74238 -0.06151 -0.6222
H 0.65924 -2.95968 -1.67594 0.2135
H 0.15421 -1.91230 -0.60143 0.2021
H 1.56445 -1.37853 -1.63915 0.2105
H 3.13160 -2.51739 -0.45024 0.2012
H 2.10775 -3.81210 -0.22655 0.2124
H 2.23519 -2.34558 0.98584 0.2123
```


*3*
Computed, not measured: a 2-piece molecular cluster, C7H17NO overall, with ωB97M-V/def2-TZVPD.

Values from the calculation:
* HOMO-LUMO gap: 10.033 eV
* charge: 0
* SMILES: CCN(C)C(C)=O.CC

Geometry as XYZ:
```
26
Properties=species:S:1:pos:R:3:nbo_charge:R:1
C -2.28469 -2.27255 0.28701 -0.6490
C -1.43947 -1.56996 -0.64050 -0.2047
N -0.10632 -1.38432 0.00929 -0.4689
C -0.16991 -0.68336 1.32096 -0.4559
C 1.01819 -1.09830 -0.79416 0.7077
C 1.06867 -1.45136 -2.34868 -0.6969
O 1.88655 -0.35535 -0.51135 -0.5950
H -1.84820 -3.35446 0.67495 0.2133
H -3.09219 -2.54304 -0.36598 0.2233
H -2.65670 -1.98479 1.25127 0.2327
H -1.15163 -2.24542 -1.65039 0.2054
H -1.72702 -0.63020 -1.00725 0.1957
H -0.48320 0.35065 1.71863 0.2099
H -0.83124 -1.28263 1.89999 0.1939
H 0.83433 -0.76144 1.83677 0.2288
H 1.97383 -1.47708 -2.87504 0.2405
H 0.37436 -2.29428 -2.61090 0.1988
H 0.32040 -0.66490 -2.76574 0.2215
C 1.40728 2.72308 0.45187 -0.6026
C 0.71052 3.80070 1.25832 -0.5998
H 0.69275 2.19181 -0.17917 0.2049
H 2.25482 3.01538 -0.32874 0.1905
H 1.90258 2.00921 0.94155 0.2089
H 0.36549 3.10412 2.12317 0.1996
H -0.25877 4.24667 0.78332 0.1970
H 1.23956 4.61182 1.52081 0.2006
```


Taking the most stable structure as the zero point, the relative energies in hartree are *1* 0.0000; *2* 0.1373; *3* 0.1340.


*1*
Computed, not measured: a 2-piece molecular cluster, C7H17NO overall, with ωB97M-V/def2-TZVPD.

Values from the calculation:
* HOMO-LUMO gap: 9.828 eV
* charge: 0
* SMILES: CC(N)=O.CCCCC

Geometry as XYZ:
```
26
Properties=species:S:1:pos:R:3:nbo_charge:R:1
C 1.06305 0.00713 -0.45003 -0.7423
C 2.44904 -0.26488 0.18042 0.6636
N 3.68431 -0.14512 -0.42937 -0.8595
O 2.35305 -0.45926 1.41508 -0.6337
H 0.28677 -0.55210 0.20092 0.3030
H 1.19057 -0.37510 -1.49750 0.2055
H 0.98840 1.03756 -0.42542 0.2281
H 4.69705 0.08278 0.01111 0.4214
H 3.69544 0.68409 -1.21517 0.3754
C -1.35181 -2.57540 0.26771 -0.6183
C -1.28437 -1.21562 -0.31356 -0.4450
C -1.33557 0.15092 0.52234 -0.4444
C -1.31791 1.42776 -0.24890 -0.4196
C -0.83787 2.60319 0.49211 -0.6293
H -0.53377 -3.08090 0.90914 0.2256
H -2.34717 -2.67406 0.93997 0.1870
H -1.72378 -3.09354 -0.60143 0.2200
H -2.10435 -1.33365 -1.10991 0.2132
H -0.29602 -1.25340 -0.90550 0.2305
H -2.09049 0.01148 1.23331 0.2168
H -0.50160 0.17788 1.22610 0.2158
H -2.16397 1.38006 -1.01710 0.2312
H -0.57872 1.16694 -1.20419 0.1902
H 0.22196 2.22276 1.01720 0.2019
H -0.53186 3.45587 -0.23482 0.2337
H -1.63038 2.61462 1.23752 0.2292
```


*2*
Computed, not measured: a 2-piece molecular cluster, C7H17NO overall, with ωB97M-V/def2-TZVPD.

Values from the calculation:
* HOMO-LUMO gap: 9.587 eV
* charge: 0
* SMILES: CC(C)(C)C=O.CNC

Geometry as XYZ:
```
26
Properties=species:S:1:pos:R:3:nbo_charge:R:1
C 0.60575 -1.47050 -1.16025 -0.5957
C 1.15887 -0.04181 -1.22037 -0.1885
C 2.16234 0.17113 -0.08063 -0.6012
C 1.84466 0.21080 -2.56699 -0.5947
C 0.01351 0.95925 -1.11005 0.4674
O -0.94896 0.97206 -1.87207 -0.5353
H 0.27419 -1.72749 -0.14776 0.1993
H -0.25591 -1.60207 -1.82365 0.2309
H 1.36787 -2.20239 -1.45066 0.2108
H 1.71075 -0.03918 0.89556 0.2009
H 2.52247 1.20577 -0.05228 0.2113
H 3.03289 -0.48518 -0.19303 0.2177
H 1.13460 0.12081 -3.39720 0.2284
H 2.26489 1.22252 -2.60868 0.2092
H 2.65797 -0.50123 -2.74142 0.2101
H 0.11395 1.73128 -0.32636 0.1201
C -1.62145 1.12469 2.62133 -0.4120
N -1.47792 0.24439 1.47438 -0.6272
C -2.54807 -0.74007 1.39561 -0.4152
H -0.95101 1.98127 2.49652 0.1945
H -1.35138 0.61203 3.54868 0.1642
H -2.63823 1.52068 2.70964 0.1974
H -0.58811 -0.24630 1.53396 0.3446
H -2.41037 -1.52942 2.14064 0.1632
H -3.53546 -0.28707 1.53131 0.1971
H -2.53784 -1.20397 0.40377 0.2027
```


Taking the most stable structure as the zero point, the relative energies in hartree are *1* 0.1768; *2* 0.0000.